Below is a molecular structure, C2H3OPt, with properties calculated with ωB97M-V/def2-TZVPD.

```
7
Properties=species:S:1:pos:R:3:lowdin_charge:R:1
O 0.273 0.336 0.678 -0.2696
C 1.135 0.224 -0.206 -0.0861
C 0.927 -0.482 -1.405 0.0160
H 1.000 0.177 -2.280 0.1033
H 1.609 -1.323 -1.608 0.1072
H -0.678 -0.809 -0.894 0.1601
Pt -1.349 -0.178 0.827 0.9691
```

Output
Total charge: +1
Relative energy (zero: lowest compared OMol25 entry of this formula, charge and spin) (kcal per mole): 84.6
Spin multiplicity: 3
E (eV): -7400.6989
HOMO level (alpha / beta) (eV): -14.69 / -15.49
Maximum force (eV/A): 11.66

=====

Below is a gas-phase ion, C5H12NO (charge +1), with properties calculated with ωB97M-V/def2-TZVPD.

```
19
Properties=species:S:1:pos:R:3:lowdin_charge:R:1
C 0.690 1.801 -0.457 -0.1945
O 1.139 1.218 0.833 -0.1168
C 0.880 0.766 -1.545 -0.1798
C -0.228 -0.297 -1.555 -0.1571
C -0.223 -1.018 -0.241 -0.0829
C -1.198 -0.901 0.629 -0.0895
N -1.130 -1.603 1.936 0.2128
H -0.336 2.030 -0.183 0.1161
H 1.256 2.713 -0.581 0.1197
H 2.071 1.441 0.936 0.0838
H 0.990 1.261 -2.515 0.1259
H 1.868 0.385 -1.406 0.1093
H -1.155 0.255 -1.699 0.1240
H -0.015 -1.026 -2.333 0.1274
H 0.618 -1.698 -0.139 0.1398
H -2.033 -0.229 0.507 0.1361
H -0.162 -1.868 2.133 0.1726
H -1.699 -2.450 1.969 0.1764
H -1.398 -0.925 2.652 0.1766
```

Output
Total charge: +1
SMILES string: [NH3+]/C=C/CCCO
Relative energy (zero: lowest compared OMol25 entry of this formula, charge and spin) (kcal per mole): 23.9
E (eV): -8909.5921
HOMO level (eV): -13.68
Maximum force (eV/A): 2.26

=====

Below is 4 unconnected molecules or ions with the total composition C3H4NO, with properties calculated with ωB97M-V/def2-TZVPD.

```
9
Properties=species:S:1:pos:R:3:lowdin_charge:R:1
C 0.229 -1.203 -0.096 0.1113
C 0.638 0.146 -0.358 0.1330
C 2.977 0.194 0.075 0.0332
N -0.205 -0.286 0.684 0.2032
O 4.035 0.514 0.135 0.1742
H 0.165 -2.216 -0.249 0.1326
H -3.234 1.608 -0.524 -0.0083
H -3.777 1.240 -1.109 0.0163
H -0.828 0.003 1.442 0.2044
```

Output
Total charge: +1
Relative energy (zero: lowest compared OMol25 entry of this formula, charge and spin) (kcal per mole): 132.8
E (eV): -6698.9134
HOMO level (eV): -16.04
Maximum force (eV/A): 3.32

=====

Below is a single CH3N3OS molecule, with properties calculated with ωB97M-V/def2-TZVPD.

```
9
Properties=species:S:1:pos:R:3:lowdin_charge:R:1
C 1.488 -0.016 -1.521 -0.3924
N -0.373 -1.587 2.266 -0.0862
N -0.211 -0.998 1.252 -0.3114
N 1.211 0.855 -0.484 -0.3119
O 1.751 -1.187 -1.275 -0.0085
S 1.187 0.380 1.217 0.8570
H 1.265 0.368 -2.506 0.1244
H -1.158 -2.238 2.225 0.0863
H 1.279 1.800 -0.699 0.0427
```

Output
Relative energy (zero: lowest compared OMol25 entry of this formula, charge and spin) (kcal per mole): 38.6
Spin multiplicity: 3
E (eV): -18433.4195
HOMO level (alpha / beta) (eV): -6.53 / -9.45
Maximum force (eV/A): 6.81